{
  "formula": "CHFI2S",
  "method": "ωB97M-V with the def2-TZVPD basis set",
  "elements": ["C", "F", "S", "I", "I", "H"],
  "positions_angstrom": [[-1.706, -0.559, 0.417], [-2.852, 0.083, 0.242], [-1.184, -1.682, -0.592], [3.508, 0.018, -1.332], [3.431, 2.355, -0.050], [-1.197, -0.215, 1.315]],
  "largest_force_ev_per_a": 0.8,
  "molar_mass_g_mol": 317.9,
  "orbital_gap_ev": 7.7,
  "energy_ev": -30806.6866,
  "multiplicity": 1,
  "homo_ev": -9.5,
  "de_lowest_kj_mol": 6.1
}



{
  "formula": "C5H8N2",
  "method": "ωB97M-V with the def2-TZVPD basis set",
  "elements": ["C", "C", "C", "C", "N", "N", "C", "H", "H", "H", "H", "H", "H", "H", "H"],
  "positions_angstrom": [[-2.083, 0.445, 0.116], [-0.799, -0.249, -0.478], [0.713, 0.437, -0.645], [0.538, 1.884, -0.653], [0.189, 2.981, -0.758], [0.689, -0.226, 0.587], [1.729, -1.292, 0.746], [-1.922, 1.478, 0.416], [-2.957, 0.479, -0.577], [-2.481, -0.117, 0.980], [-1.215, -1.205, -0.885], [1.571, 0.170, -1.319], [2.435, -1.431, -0.101], [1.231, -2.240, 0.925], [2.377, -1.109, 1.626]],
  "largest_force_ev_per_a": 2.4,
  "molar_mass_g_mol": 96.1,
  "orbital_gap_ev": 10.0,
  "energy_ev": -8290.9694,
  "multiplicity": 1,
  "homo_ev": -9.1,
  "de_lowest_kj_mol": 388.5
}



{
  "formula": "C5H7Cl",
  "method": "ωB97M-V with the def2-TZVPD basis set",
  "elements": ["C", "C", "C", "C", "C", "Cl", "H", "H", "H", "H", "H", "H", "H"],
  "positions_angstrom": [[-0.020, -2.240, 0.192], [0.206, 2.085, 0.637], [0.398, -0.974, 0.329], [0.192, 1.382, -0.541], [-0.115, -0.037, -0.697], [-1.892, -0.063, -0.294], [0.285, -2.996, 0.841], [-0.503, -2.742, -0.752], [0.451, 3.148, 0.718], [-0.047, 1.578, 1.568], [0.760, -0.603, 1.257], [0.329, 1.903, -1.511], [-0.043, -0.442, -1.746]],
  "largest_force_ev_per_a": 4.3,
  "molar_mass_g_mol": 102.6,
  "s2": 2.02,
  "orbital_gap_ev": [5.6, 4.9],
  "energy_ev": -17814.1061,
  "multiplicity": 3,
  "homo_ev": [-5.0, -8.7],
  "de_lowest_kj_mol": 195.5
}



{
  "formula": "C29H58B4Cl2F6O13",
  "method": "ωB97M-V with the def2-TZVPD basis set",
  "elements": ["C", "C", "Cl", "C", "Cl", "B", "O", "B", "C", "B", "O", "O", "O", "B", "C", "O", "C", "F", "F", "C", "F", "F", "C", "F", "F", "C", "O", "O", "O", "H", "H", "H", "H", "H", "H", "H", "H", "C", "C", "O", "C", "C", "H", "H", "H", "H", "H", "H", "H", "H", "H", "H", "C", "C", "O", "C", "C", "H", "H", "H", "H", "H", "H", "H", "H", "H", "H", "C", "C", "O", "C", "C", "H", "H", "H", "H", "H", "H", "H", "H", "H", "H", "C", "C", "O", "C", "C", "H", "H", "H", "H", "H", "H", "H", "H", "H", "H", "C", "C", "O", "C", "C", "H", "H", "H", "H", "H", "H", "H", "H", "H", "H"],
  "positions_angstrom": [[4.035, -5.004, 0.962], [3.288, -3.911, 0.031], [4.007, -3.706, -1.645], [2.159, -3.145, 0.422], [1.499, -3.443, 2.130], [1.398, -2.019, -0.445], [0.094, -1.559, 0.047], [0.198, -0.124, 0.170], [-0.870, 0.593, 1.198], [-0.711, 2.213, 1.162], [-0.785, 3.018, -0.033], [-0.519, 2.897, 2.417], [1.115, 0.730, -0.555], [2.169, -0.003, -1.198], [3.686, 0.522, -1.480], [4.425, -0.165, -2.255], [4.369, 1.837, -0.848], [3.401, 2.875, -0.734], [5.331, 2.289, -1.825], [5.075, 1.498, 0.570], [5.939, 0.364, 0.504], [4.026, 1.175, 1.495], [5.896, 2.719, 1.209], [6.903, 3.256, 0.370], [4.979, 3.786, 1.490], [6.645, 2.313, 2.600], [7.891, 2.482, 2.692], [5.965, 1.794, 3.738], [1.878, -1.368, -1.641], [3.852, -4.842, 2.075], [5.169, -4.828, 0.796], [3.845, -6.082, 0.606], [-1.934, 0.353, 0.797], [-0.776, 0.202, 2.273], [-1.491, 2.671, -0.638], [-0.647, 2.253, 3.147], [5.764, 0.853, 3.498], [0.873, 2.950, -4.027], [0.219, 1.615, -3.718], [-1.155, 1.723, -3.367], [-2.015, 2.289, -4.349], [-2.040, 1.509, -5.651], [0.781, 3.627, -3.173], [1.934, 2.811, -4.254], [0.411, 3.442, -4.885], [0.724, 1.167, -2.859], [0.343, 0.913, -4.549], [-1.752, 3.338, -4.522], [-3.020, 2.291, -3.918], [-1.060, 1.480, -6.130], [-2.743, 1.963, -6.353], [-2.346, 0.475, -5.469], [2.599, 5.812, -0.139], [2.208, 5.901, -1.604], [1.316, 6.970, -1.891], [1.786, 8.279, -1.597], [3.048, 8.654, -2.355], [1.708, 5.702, 0.488], [3.254, 4.955, 0.029], [3.128, 6.705, 0.198], [1.691, 4.981, -1.885], [3.094, 5.965, -2.244], [1.925, 8.397, -0.518], [0.985, 8.968, -1.882], [3.886, 8.001, -2.104], [3.341, 9.681, -2.121], [2.884, 8.575, -3.434], [0.374, -6.881, 6.631], [0.960, -5.607, 6.045], [0.092, -4.949, 5.133], [-1.163, -4.523, 5.650], [-1.043, -3.538, 6.799], [0.108, -7.581, 5.832], [1.096, -7.362, 7.295], [-0.531, -6.685, 7.209], [1.864, -5.861, 5.485], [1.271, -4.917, 6.836], [-1.767, -5.391, 5.936], [-1.691, -4.039, 4.823], [-0.527, -3.971, 7.658], [-2.034, -3.217, 7.129], [-0.475, -2.656, 6.488], [-5.195, -1.119, 4.783], [-4.334, -0.344, 3.800], [-3.429, -1.162, 3.069], [-4.008, -2.182, 2.264], [-4.948, -1.651, 1.195], [-4.566, -1.667, 5.492], [-5.843, -0.438, 5.341], [-5.832, -1.849, 4.281], [-3.725, 0.373, 4.355], [-4.952, 0.243, 3.113], [-4.508, -2.924, 2.896], [-3.178, -2.702, 1.777], [-5.803, -1.126, 1.626], [-5.331, -2.471, 0.584], [-4.425, -0.944, 0.544], [-2.387, -2.120, -4.542], [-3.040, -3.457, -4.230], [-4.413, -3.349, -3.878], [-5.273, -2.785, -4.860], [-5.299, -3.565, -6.164], [-2.479, -1.442, -3.687], [-1.327, -2.258, -4.770], [-2.851, -1.630, -5.399], [-2.533, -3.903, -3.371], [-2.916, -4.159, -5.060], [-5.011, -1.736, -5.033], [-6.278, -2.785, -4.429], [-4.319, -3.592, -6.644], [-6.003, -3.110, -6.864], [-5.604, -4.600, -5.984]],
  "largest_force_ev_per_a": 5.8,
  "molar_mass_g_mol": 842.9,
  "orbital_gap_ev": 7.7,
  "energy_ev": -101689.6669,
  "multiplicity": 1,
  "homo_ev": -9.4
}



{
  "formula": "C17H31F3N4PPdS",
  "method": "ωB97M-V with the def2-TZVPD basis set",
  "elements": ["Pd", "F", "C", "F", "F", "C", "C", "C", "C", "N", "C", "S", "H", "H", "H", "C", "C", "P", "C", "C", "C", "C", "H", "H", "H", "H", "H", "H", "H", "H", "H", "H", "H", "H", "H", "H", "H", "C", "N", "C", "C", "N", "N", "C", "C", "H", "H", "H", "H", "H", "H", "H", "H", "H", "H", "H", "H", "H"],
  "positions_angstrom": [[-9.517, -13.973, -3.550], [-10.453, -16.207, 1.320], [-11.566, -16.570, 0.592], [-12.563, -16.750, 1.499], [-11.294, -17.786, 0.042], [-11.900, -15.504, -0.384], [-13.043, -14.728, -0.224], [-13.249, -13.602, -1.048], [-12.377, -13.399, -2.107], [-11.329, -14.197, -2.313], [-10.991, -15.167, -1.470], [-9.477, -15.905, -1.784], [-13.823, -15.064, 0.501], [-14.109, -12.888, -0.903], [-12.546, -12.646, -2.872], [-12.176, -16.614, -6.536], [-11.761, -15.812, -5.323], [-9.959, -15.287, -5.315], [-9.883, -14.611, -7.005], [-8.719, -13.765, -7.352], [-8.877, -16.813, -5.288], [-7.414, -16.506, -5.033], [-13.208, -16.807, -6.449], [-11.674, -17.591, -6.649], [-11.993, -16.049, -7.427], [-12.066, -16.261, -4.380], [-12.293, -14.864, -5.351], [-10.828, -14.165, -7.288], [-9.806, -15.503, -7.662], [-8.609, -12.878, -6.775], [-8.714, -13.414, -8.384], [-7.765, -14.330, -7.225], [-8.846, -17.321, -6.279], [-9.283, -17.491, -4.543], [-6.967, -15.820, -5.831], [-6.852, -17.437, -5.046], [-7.337, -15.940, -4.111], [-9.376, -12.721, 0.625], [-9.706, -11.555, -0.170], [-9.376, -10.280, 0.523], [-9.458, -11.665, -1.535], [-8.727, -12.634, -2.038], [-10.056, -10.729, -2.301], [-11.374, -10.154, -1.953], [-9.696, -10.575, -3.695], [-9.970, -12.741, 1.551], [-8.368, -12.578, 1.054], [-9.628, -13.742, 0.129], [-8.362, -10.393, 0.982], [-10.140, -10.036, 1.241], [-9.214, -9.516, -0.264], [-8.345, -13.224, -1.315], [-11.710, -10.609, -1.036], [-12.018, -10.394, -2.763], [-11.324, -9.093, -1.762], [-10.221, -11.326, -4.392], [-8.607, -10.666, -3.854], [-10.006, -9.570, -4.025]],
  "largest_force_ev_per_a": 2.3,
  "molar_mass_g_mol": 517.9,
  "s2": 2.01,
  "orbital_gap_ev": [8.6, 6.5],
  "energy_ev": -55843.1183,
  "multiplicity": 3,
  "homo_ev": [-11.2, -11.5],
  "total_charge": 1,
  "de_lowest_kj_mol": 45.0
}



{
  "formula": "C2Br2F3I",
  "method": "ωB97M-V with the def2-TZVPD basis set",
  "elements": ["C", "C", "F", "F", "F", "Br", "Br", "I"],
  "positions_angstrom": [[0.782, 0.490, 0.045], [-0.212, -0.651, 0.163], [0.353, 1.575, -0.679], [1.965, 0.135, -0.529], [1.192, 0.999, 1.175], [-0.095, -1.506, -1.450], [-0.390, -1.496, 1.781], [-3.594, 0.453, -0.507]],
  "largest_force_ev_per_a": 2.3,
  "molar_mass_g_mol": 367.7,
  "orbital_gap_ev": [8.3, 6.2],
  "energy_ev": -158409.5844,
  "multiplicity": 1,
  "homo_ev": [-10.3, -9.5],
  "de_lowest_kj_mol": 164.7
}



{
  "formula": "C43H43AsClF6N5O7Rb",
  "method": "ωB97M-V with the def2-TZVPD basis set",
  "elements": ["Rb", "C", "N", "C", "C", "C", "N", "C", "C", "C", "C", "C", "C", "C", "O", "C", "C", "C", "N", "C", "C", "C", "C", "C", "C", "C", "O", "H", "H", "H", "H", "H", "H", "H", "H", "H", "H", "H", "H", "H", "H", "H", "H", "H", "H", "H", "H", "H", "H", "H", "H", "H", "O", "C", "O", "C", "C", "C", "C", "C", "C", "N", "C", "C", "C", "C", "C", "C", "N", "H", "H", "H", "H", "H", "H", "H", "H", "H", "H", "F", "As", "F", "F", "F", "F", "F", "C", "C", "C", "C", "Cl", "C", "C", "C", "O", "C", "C", "O", "O", "H", "H", "H", "H", "H", "H", "H", "H"],
  "positions_angstrom": [[0.946, 0.046, -1.151], [3.963, -0.398, 0.717], [3.047, 0.058, 1.753], [2.843, -0.936, 2.799], [1.842, -2.058, 2.488], [2.385, -3.318, 1.799], [2.251, -3.219, 0.367], [1.692, -4.176, -0.256], [1.428, -4.251, -1.683], [0.837, -5.417, -2.177], [0.467, -5.565, -3.500], [0.713, -4.486, -4.375], [1.305, -3.330, -3.942], [1.712, -3.138, -2.569], [2.260, -2.082, -2.183], [3.411, 1.344, 2.311], [3.286, 2.516, 1.337], [2.004, 2.508, 0.482], [0.874, 1.796, 1.049], [0.142, 2.344, 1.916], [-1.127, 1.755, 2.351], [-1.958, 2.522, 3.144], [-3.250, 2.115, 3.459], [-3.758, 0.892, 2.975], [-2.970, 0.081, 2.219], [-1.595, 0.436, 1.898], [-0.873, -0.375, 1.306], [4.971, -0.596, 1.129], [4.063, 0.353, -0.067], [3.580, -1.310, 0.255], [2.465, -0.399, 3.672], [3.811, -1.383, 3.101], [1.045, -1.634, 1.876], [1.387, -2.355, 3.439], [1.880, -4.217, 2.199], [3.451, -3.420, 2.040], [1.339, -5.057, 0.317], [0.649, -6.227, -1.475], [0.014, -6.482, -3.856], [0.425, -4.575, -5.420], [1.489, -2.502, -4.617], [4.441, 1.338, 2.720], [2.740, 1.530, 3.154], [4.130, 2.541, 0.646], [3.339, 3.433, 1.932], [2.228, 2.016, -0.458], [1.711, 3.533, 0.236], [0.354, 3.342, 2.331], [-1.607, 3.491, 3.482], [-3.882, 2.766, 4.049], [-4.778, 0.609, 3.198], [-3.327, -0.864, 1.830], [-2.140, -6.380, 3.690], [-2.562, -6.662, 2.430], [-3.101, -7.717, 2.221], [-2.308, -5.623, 1.396], [-2.374, -6.004, 0.058], [-2.110, -5.094, -0.948], [-1.793, -3.771, -0.632], [-1.728, -3.383, 0.706], [-1.988, -4.300, 1.705], [-1.466, -2.794, -1.581], [-2.046, -2.761, -2.702], [-1.716, -1.715, -3.698], [-2.129, -1.823, -5.017], [-1.750, -0.826, -5.906], [-1.005, 0.244, -5.441], [-0.661, 0.273, -4.092], [-0.996, -0.694, -3.252], [-1.639, -5.556, 3.681], [-2.607, -7.035, -0.173], [-2.091, -5.411, -1.982], [-1.457, -2.358, 0.931], [-1.954, -3.948, 2.732], [-2.836, -3.470, -2.982], [-2.712, -2.678, -5.339], [-2.032, -0.888, -6.950], [-0.680, 1.041, -6.095], [-0.097, 1.099, -3.671], [2.378, 0.534, -3.208], [3.157, 2.055, -3.530], [2.285, 2.177, -5.032], [1.841, 2.862, -2.716], [3.914, 3.590, -3.823], [3.996, 1.932, -2.003], [4.461, 1.247, -4.328], [0.996, 6.061, 1.934], [-0.493, 6.087, 2.140], [-1.049, 6.693, 3.257], [-2.425, 6.749, 3.414], [-3.096, 7.521, 4.841], [-3.267, 6.204, 2.466], [-2.731, 5.574, 1.349], [-1.349, 5.512, 1.186], [-0.740, 4.918, 0.139], [-1.533, 4.465, -0.981], [-2.205, 3.066, -0.796], [-3.362, 3.059, -0.310], [-1.522, 2.107, -1.195], [1.519, 6.271, 2.868], [1.297, 6.807, 1.195], [1.327, 5.097, 1.550], [-0.403, 7.132, 4.008], [-4.340, 6.244, 2.604], [-3.371, 5.066, 0.632], [-0.815, 4.385, -1.794], [-2.287, 5.227, -1.202]],
  "largest_force_ev_per_a": 1.1,
  "molar_mass_g_mol": 1051.7,
  "s2": 0.81,
  "orbital_gap_ev": [5.5, 4.1],
  "energy_ev": -157399.9206,
  "multiplicity": 2,
  "homo_ev": [-2.1, -2.1],
  "total_charge": -2
}



{
  "formula": "C39H50AuN4O",
  "method": "ωB97M-V with the def2-TZVPD basis set",
  "elements": ["Au", "C", "C", "C", "C", "C", "C", "C", "N", "C", "C", "C", "C", "C", "C", "C", "C", "C", "C", "N", "C", "C", "C", "N", "C", "C", "C", "C", "C", "C", "C", "C", "C", "C", "C", "C", "C", "C", "N", "C", "C", "H", "H", "H", "H", "H", "H", "H", "H", "H", "H", "H", "H", "H", "H", "H", "H", "H", "H", "H", "H", "H", "H", "H", "H", "H", "H", "H", "H", "H", "H", "H", "H", "H", "H", "H", "H", "H", "H", "H", "H", "H", "H", "H", "H", "C", "C", "C", "O", "H", "H", "H", "H", "H", "H"],
  "positions_angstrom": [[-0.149, 0.270, 0.029], [5.820, -0.405, 2.235], [5.209, -1.049, 0.989], [4.052, -0.285, 0.438], [4.052, 0.639, -0.561], [5.207, 1.163, -1.338], [5.296, 0.478, -2.707], [2.670, 1.017, -0.780], [1.857, 0.337, 0.102], [2.679, -0.438, 0.859], [2.275, -1.265, 1.888], [0.956, -1.498, 2.236], [0.543, -2.389, 3.274], [1.458, -3.105, 4.206], [1.741, -2.282, 5.468], [-0.837, -2.451, 3.202], [-1.218, -1.620, 2.118], [-2.547, -1.496, 1.652], [-2.957, -0.653, 0.669], [-2.151, 0.210, -0.042], [-2.982, 0.996, -0.781], [-2.584, 2.014, -1.625], [-1.265, 2.324, -1.917], [-0.168, 1.672, -1.408], [0.917, 2.263, -1.975], [2.259, 1.899, -1.725], [0.535, 3.305, -2.851], [-0.848, 3.360, -2.808], [-1.744, 4.276, -3.564], [-2.154, 3.684, -4.917], [1.458, 4.215, -3.593], [2.107, 5.234, -2.652], [-4.359, 0.623, -0.563], [-4.344, -0.432, 0.298], [-5.501, -1.187, 0.849], [-6.022, -0.530, 2.131], [-5.538, 1.270, -1.211], [-5.693, 0.821, -2.667], [-0.140, -1.008, 1.569], [-1.775, -3.177, 4.105], [-2.395, -2.205, 5.113], [6.656, -1.008, 2.579], [6.189, 0.592, 2.008], [5.085, -0.332, 3.033], [5.983, -1.126, 0.223], [4.896, -2.066, 1.232], [5.105, 2.244, -1.464], [6.128, 0.978, -0.784], [4.382, 0.627, -3.278], [6.132, 0.880, -3.274], [5.451, -0.591, -2.574], [3.033, -1.798, 2.435], [1.010, -4.060, 4.489], [2.402, -3.321, 3.701], [0.819, -2.072, 6.001], [2.409, -2.824, 6.132], [2.208, -1.333, 5.215], [-3.285, -2.117, 2.133], [-3.350, 2.596, -2.111], [3.002, 2.375, -2.342], [-2.641, 4.486, -2.980], [-1.228, 5.220, -3.736], [-2.654, 2.729, -4.781], [-2.834, 4.364, -5.422], [-1.281, 3.533, -5.547], [2.236, 3.638, -4.100], [0.895, 4.747, -4.360], [2.681, 4.740, -1.872], [2.775, 5.886, -3.208], [1.347, 5.847, -2.174], [-6.305, -1.213, 0.112], [-5.214, -2.219, 1.055], [-6.335, 0.493, 1.936], [-6.873, -1.088, 2.510], [-5.250, -0.508, 2.896], [-6.438, 1.002, -0.656], [-5.436, 2.357, -1.166], [-5.851, -0.255, -2.710], [-6.545, 1.314, -3.127], [-4.801, 1.058, -3.244], [-2.563, -3.662, 3.524], [-1.229, -3.956, 4.636], [-2.945, -1.420, 4.600], [-3.072, -2.730, 5.780], [-1.617, -1.734, 5.708], [0.620, -4.406, -0.534], [0.900, -3.010, -1.011], [2.246, -2.801, -1.646], [0.074, -2.125, -0.906], [1.535, -4.928, -0.265], [0.136, -4.945, -1.349], [-0.075, -4.398, 0.304], [2.516, -3.665, -2.243], [2.996, -2.687, -0.865], [2.250, -1.905, -2.260]],
  "largest_force_ev_per_a": 2.0,
  "molar_mass_g_mol": 787.8,
  "orbital_gap_ev": 5.7,
  "energy_ev": -52951.4709,
  "multiplicity": 1,
  "homo_ev": -9.6,
  "total_charge": 1
}